No. 1
The following is a quantum chemistry calculation of C3H6N2OS2 in the gas phase, from OMol25.

## Properties
Charge   0
LUMO level   -0.00316 Ha
SMILES   CO/C=N/NC(=S)S

Positions of all 14 atoms, in Å:
O: -0.3148 -0.1297 2.0978
C: -0.5663 -0.2841 -2.6791
H: 0.5774 -0.7433 3.7671
H: 1.3489 0.5976 2.6512
N: -0.5772 -0.3541 -0.1224
H: 0.6109 0.7042 -1.4119
H: 1.0124 0.8198 0.8942
S: -1.4601 -1.6048 -3.4625
C: 0.4478 0.1476 3.1900
H: 0.0862 0.9080 3.9263
C: 0.1320 0.1245 0.8438
H: -0.9619 -1.1187 -4.6309
N: -0.1244 -0.0814 -1.3616
S: -0.2110 1.0143 -3.7020


No. 2
The following is a quantum chemistry calculation of a molecular structure, C8H16Cl2N2STl, from OMol25.

## Properties
Charge   -1
LUMO level (alpha / beta)   0.10147 / 0.10147 Ha

Positions of all 30 atoms, in Å:
C: -2.0832 -0.1183 -2.4008
C: -0.5036 -0.2567 3.4894
H: 0.2086 -1.6425 -1.5573
H: -2.5398 -0.9834 -1.9008
H: -0.2971 2.1482 -0.3500
C: -0.8100 -0.5867 -3.1299
H: 0.2735 1.6019 3.5287
Cl: 2.2437 1.3782 2.3497
H: 1.6874 0.8695 -1.4748
H: -0.2020 -1.2832 5.2059
C: -0.4729 1.2616 -0.9758
Tl: 1.7196 -0.1531 0.2713
Cl: 1.1564 -2.6121 0.5956
N: -0.2277 0.9130 4.0982
H: -1.0293 -1.5129 -3.6876
C: 0.5200 0.4644 -1.3249
H: 3.6695 -0.2722 -1.4360
H: 0.0615 0.8735 5.0583
H: -2.4515 1.8749 -1.6417
N: -0.6417 -1.3098 4.3126
H: -0.6739 -2.2267 3.8575
H: -0.5389 0.1727 -3.8742
H: -2.3744 0.6700 -0.4248
H: 3.6846 1.3495 -0.6396
C: -1.8900 0.9971 -1.3364
H: -2.8152 0.2279 -3.1362
S: -0.7769 -0.3868 1.8493
C: 3.4889 0.2386 -0.4695
H: 1.2601 -0.9500 -2.7039
C: 0.3544 -0.7465 -2.1522


No. 3
The following is a quantum chemistry calculation of C5H7N in the gas phase, from OMol25.

## Properties
Charge   0
LUMO level   0.04469 Ha
SMILES   C1=C[C@@H]2CN2C1

Positions of all 13 atoms, in Å:
H: -1.9247 1.3655 0.2309
C: 0.2117 -0.8175 -1.0486
H: -0.6494 0.4232 -2.1892
C: 0.4855 1.1464 0.8470
C: -0.6488 0.2767 -1.1948
C: 0.3464 -1.1085 0.4956
H: 1.1771 0.8945 0.0236
N: -0.4192 0.0253 1.1503
H: -0.3061 -1.9233 0.7094
H: 0.8787 1.8003 1.6982
H: 1.1699 -1.4818 1.0442
C: -0.9104 0.9183 0.0751
H: 0.5893 -1.5192 -1.8418


The records above yield F_max values of 3.59 6.77 6.41 eV/Å, respectively.
The records above yield ΔE to the lowest compared entry with this formula, charge and spin values of 413.2 150.6 382.1 kJ/mol, respectively.
The records above yield M values of 150.228 447.586 81.118 g/mol, respectively.